(1)
The following is a quantum chemistry calculation of C33H32F3GaGeN6O as an isolated structure in a non-equilibrium geometry, from the OMol25 dataset.

The geometry in XYZ format:
```
77
Properties=species:S:1:pos:R:3
Ga 0.64329 1.10567 0.05077
C 3.07438 4.67988 0.66558
C 2.23393 3.78952 0.06833
N 1.84981 2.60979 0.70523
C 2.28584 2.49689 2.01219
C 3.13037 3.44376 2.53904
N 3.61898 4.54188 1.91036
C 1.91633 1.26646 2.64619
C 2.05025 0.89661 3.99759
C 1.71601 -0.39414 4.33877
C 1.43908 -1.36395 3.35826
C 1.16961 -0.91434 2.03250
N 1.36748 0.43264 1.79662
C 0.78846 -1.63571 0.87633
C 0.67525 -3.08454 0.83757
N 0.29893 -3.69722 -0.23618
C 0.23049 -2.95345 -1.40376
C 0.37304 -1.59637 -1.41203
N 0.60886 -0.90465 -0.24231
C 1.84162 -0.87419 5.71348
C 3.02281 -0.67818 6.45456
C 3.07691 -1.07828 7.74754
N 2.07947 -1.68741 8.38320
C 0.96788 -1.82974 7.70441
C 0.79733 -1.48493 6.34014
H 3.41912 5.58933 0.19735
H 1.79048 4.00861 -0.88341
H 3.41270 3.22823 3.56343
H 2.28639 1.61031 4.77349
H 1.30616 -2.39951 3.61078
H 0.66813 -3.73354 1.73751
H -0.07483 -3.45870 -2.30841
H 0.21246 -1.03527 -2.37163
H 3.77400 -0.14888 5.91339
H 4.01651 -0.98203 8.32357
H 0.12596 -2.30155 8.20385
H -0.18275 -1.64735 5.81627
C 3.00155 1.31404 -2.73218
Ge 1.19693 2.01671 -3.16207
C 1.34399 3.96673 -3.62796
C 0.51558 0.87485 -4.61578
C -0.03454 1.91308 -1.59677
H 2.95880 0.22351 -2.52428
H 3.45928 1.81691 -1.91926
H 3.72884 1.46748 -3.52472
H 2.19829 4.38829 -3.09892
H 0.41382 4.45281 -3.34444
H 1.50728 4.07684 -4.70776
H 1.14775 1.02103 -5.44514
H -0.57839 1.10719 -4.88694
H 0.58762 -0.11287 -4.18522
H -0.32761 2.98056 -1.46544
C -3.70971 -0.02060 0.66904
C -2.29983 -0.48697 1.07228
O -1.46861 0.67411 1.15893
H -4.23371 -0.89284 0.32197
H -3.58981 0.77508 -0.09931
H -4.13038 0.40464 1.55205
H -1.83116 -1.05179 0.26434
H -2.26442 -1.10829 1.97540
H -1.62980 1.11773 2.01571
F -5.12032 -4.83303 -4.10762
C -4.51087 -3.93150 -4.95120
F -5.24010 -3.71740 -6.03157
F -3.37028 -4.49029 -5.39208
C -4.19393 -2.69670 -4.19821
C -3.46903 -2.78257 -3.07599
C -2.86420 -1.67435 -2.50369
C -2.98670 -0.42775 -3.06822
C -3.88560 -0.35679 -4.17781
C -4.45634 -1.43191 -4.76612
C -2.14346 0.63612 -2.58858
C -1.19115 1.20313 -2.14436
H -3.23378 -3.79622 -2.66802
H -2.28771 -1.77801 -1.58956
H -3.95258 0.61096 -4.67736
H -5.06647 -1.26757 -5.61371
```

Output
Kohn-Sham gap (spin up / spin down)	5.555 / 5.357	eV
E_HOMO (spin up / spin down)	-6.16 / -6.10	eV
ΔE to the lowest compared entry with this formula, charge and spin	14.9	kcal per mole

---

(2)
The following is a quantum chemistry calculation of a 2-piece molecular cluster, C33H32F3N2 overall in a non-equilibrium geometry, from the OMol25 dataset.

The geometry in XYZ format:
```
70
Properties=species:S:1:pos:R:3
C -5.62716 -0.48605 -4.35426
C -4.31073 -0.14947 -3.69776
C -4.37541 0.47679 -2.44328
C -3.21783 0.72884 -1.72590
C -1.96292 0.38784 -2.25854
C -0.68657 0.72701 -1.50536
C 0.64269 0.32006 -2.09240
C 1.76236 1.04374 -1.88999
C 3.00337 0.82759 -2.63545
C 4.23622 1.26084 -2.10808
C 5.42896 0.94657 -2.73438
C 5.44744 0.22833 -3.93494
C 6.77655 -0.10580 -4.56464
C 4.22374 -0.15432 -4.51046
C 3.01518 0.13909 -3.87759
C -1.89885 -0.11622 -3.56865
C -3.06255 -0.39244 -4.29115
H -5.51957 -0.97381 -5.33106
H -6.24741 -1.10588 -3.68829
H -6.20172 0.43216 -4.51942
H -5.36687 0.75037 -2.06677
H -3.30296 1.24555 -0.75760
H -0.71518 1.78961 -1.21089
H 0.66562 -0.62714 -2.68229
H 1.73815 1.85859 -1.15644
H 4.22350 1.80716 -1.16807
H 6.37797 1.26034 -2.29199
H 6.65548 -0.66854 -5.49924
H 7.34875 0.81133 -4.78094
H 7.41986 -0.72221 -3.91626
H 4.24367 -0.69141 -5.46572
H 2.07355 -0.17853 -4.32537
H -0.91485 -0.22529 -4.02511
H -2.98345 -0.79531 -5.30662
C -1.34346 2.27764 3.07887
N -1.81814 0.97992 2.65535
C -0.96240 -0.04248 2.32460
H -0.71287 0.15891 -0.61223
C 0.49540 -0.02871 2.51332
C 0.73660 -0.40670 3.85590
C 1.99969 -0.48650 4.40757
C 3.04104 -0.19450 3.52720
C 4.45933 -0.28160 4.02186
F 5.35542 -0.51172 3.00913
F 4.84905 0.87699 4.64942
F 4.63749 -1.28451 4.92979
C 2.85768 0.16771 2.20454
C 1.57312 0.23898 1.66850
N -1.72495 -1.10971 1.96559
C -1.17020 -2.37191 1.50268
C -3.00404 -0.94351 2.56690
C -3.06009 0.38795 2.99778
C -3.90204 0.77094 4.04004
C -4.71020 -0.20653 4.64861
C -4.65378 -1.53868 4.20959
C -3.80378 -1.91776 3.16134
H -2.16627 2.78517 3.59677
H -0.45566 2.19861 3.71472
H -1.13514 2.92049 2.22149
H -0.11931 -0.65304 4.48560
H 2.13115 -0.77678 5.45129
H 3.72331 0.36062 1.57553
H 1.44494 0.48744 0.61329
H -1.92597 -3.15989 1.62126
H -1.00061 -2.34942 0.42033
H -0.23408 -2.64959 2.01596
H -3.86363 1.79955 4.38673
H -5.39979 0.07653 5.44000
H -5.30874 -2.26762 4.68712
H -3.71806 -2.95558 2.82849
```

Output
Kohn-Sham gap	7.009	eV
charge	+1
E_HOMO	-10.18	eV

---

(3)
The following is a quantum chemistry calculation of C33H32I2N7O4PY as an isolated structure, from the OMol25 dataset.

The geometry in XYZ format:
```
80
Properties=species:S:1:pos:R:3
Y 0.27093 0.03857 0.19983
C -0.09771 0.76611 4.96680
C 0.36251 0.65507 3.54937
N -0.39603 0.31817 2.56831
N -1.69645 -0.00663 2.86013
C -2.39926 -0.07698 1.74623
O -1.91277 0.16524 0.58214
C -3.81882 -0.48433 1.85295
C -4.37819 -0.82528 3.08351
C -5.70350 -1.21777 3.15589
C -6.47815 -1.26988 2.00325
C -5.92420 -0.92930 0.77766
C -4.59728 -0.53764 0.70131
C 1.76885 0.95234 3.20094
C 2.67672 1.33292 4.17943
C 3.98380 1.62357 3.82377
C 4.34190 1.53030 2.49323
C 3.38062 1.13581 1.57597
N 2.11859 0.84444 1.90181
H -1.16841 0.60487 5.01844
H 0.14123 1.75060 5.37255
H 0.40397 0.02291 5.59077
H -3.76662 -0.78258 3.97338
H -6.13610 -1.48424 4.11079
H -7.51399 -1.57700 2.06206
H -6.52733 -0.96849 -0.11954
H -4.14964 -0.27067 -0.24619
H 2.36704 1.39881 5.21121
H 4.70243 1.91764 4.57637
H 5.34476 1.74664 2.15437
H 3.63660 1.04176 0.53245
I -1.03596 0.67782 -5.08807
C -0.67240 2.18245 -3.69491
C -0.75552 3.53347 -4.09771
C -0.57696 4.56585 -3.21808
I -0.71079 6.52508 -3.91799
C -0.32457 4.28254 -1.84615
C -0.17506 5.25370 -0.82782
C 0.05786 4.86154 0.45947
C 0.17552 3.49124 0.74628
N 0.05437 2.56044 -0.17170
C -0.22048 2.93296 -1.45328
C -0.39835 1.83344 -2.37905
O -0.21599 0.63124 -1.94650
H -0.97652 3.74640 -5.13541
H -0.25914 6.30216 -1.08020
H 0.15836 5.58421 1.25606
H 0.37595 3.15677 1.75810
C -0.02398 -2.47267 -0.17724
C 0.41059 -3.47662 0.82701
C 0.90885 -4.73584 0.46116
C 1.41943 -5.62313 1.39533
C 1.42926 -5.28130 2.74315
C 0.88756 -4.05711 3.13894
C 0.39263 -3.17730 2.19856
C 1.97723 -6.18123 3.71862
N 2.42927 -6.89862 4.49352
H -1.06252 -2.16859 0.04483
H -0.08529 -2.93856 -1.16829
H 0.82516 -5.05081 -0.57394
H 1.78763 -6.59270 1.08682
H 0.85928 -3.80414 4.19066
H -0.03897 -2.24039 2.53582
N 2.48671 2.02122 -3.24416
C 2.47993 0.54928 -3.51042
P 3.24630 -0.23139 -2.03799
O 4.65316 0.20127 -1.94678
O 2.31415 0.00982 -0.86991
C 3.00751 -2.02737 -2.34581
N 2.63559 -2.64551 -1.04368
H 1.99445 2.53574 -3.98304
H 3.44672 2.36438 -3.14905
H 1.97059 2.22312 -2.37758
H 3.06131 0.36801 -4.41278
H 1.44894 0.23245 -3.63536
H 3.89352 -2.50254 -2.76204
H 2.16055 -2.17917 -3.01591
H 3.30523 -2.43292 -0.29971
H 2.54665 -3.66136 -1.08971
H 1.67972 -2.27064 -0.73820
```

Output
Kohn-Sham gap	7.419	eV
charge	+1
E_HOMO	-10.38	eV
ΔE to the lowest compared entry with this formula, charge and spin	5.0	kcal per mole